# 1
Formula: C25H32BBaClN6O4PSi
Source: the Open Molecules 2025 dataset
Level of theory: ωB97M-V with the def2-TZVPD basis set

- HOMO level (eV) = -3.63
- LUMO level (hartree) = 0.0884
- net charge = -1

Each line ends with the Löwdin charge.
Atoms and positions in Å:
Ba: -1.09924 0.16983 -0.87344  1.59
C: -1.20320 5.09976 0.17470  -0.06
C: -1.65786 3.80126 0.50439  -0.18
N: -0.81235 2.87580 0.08410  -0.06
N: 0.24058 3.57512 -0.50675  -0.05
C: 0.01191 4.85503 -0.47151  -0.12
B: 1.41432 2.84063 -1.20106  -0.58
N: 2.01661 1.92255 -0.11671  -0.04
C: 2.81914 2.03596 0.97607  -0.10
C: 3.00152 0.80047 1.53686  -0.09
C: 2.25363 -0.08461 0.72787  -0.18
N: 1.71141 0.62177 -0.27734  -0.08
N: 2.42345 3.91280 -1.72121  -0.04
C: 3.24014 4.58655 -0.81391  -0.13
C: 4.41229 4.88289 -1.44696  -0.09
C: 4.29021 4.28422 -2.73744  -0.20
N: 3.11738 3.77227 -2.93226  0.06
H: -1.71032 6.04433 0.26871  0.08
H: -2.59093 3.39662 1.02633  0.14
H: 0.70269 5.57950 -0.95660  0.13
H: 1.13074 2.05377 -2.14772  0.10
H: 3.09456 2.99075 1.43353  0.11
H: 3.70963 0.52224 2.34799  0.11
H: 2.08547 -1.13926 0.86288  0.09
H: 2.93434 4.92913 0.14945  0.10
H: 5.24270 5.51198 -1.09746  0.09
H: 4.92893 4.39047 -3.59105  0.09
O: -3.73875 -0.03383 -0.74687  -0.55
Cl: -3.97165 -0.77186 -2.00868  0.65
O: -2.65854 -1.21609 -2.51919  -0.57
O: -4.80787 -1.95246 -1.81183  -0.32
O: -4.62989 0.11635 -2.92898  -0.33
C: 0.12346 -1.87324 -4.27167  -0.26
P: 0.70530 -2.00060 -2.49023  0.81
C: 2.50719 -2.19453 -2.49766  -0.28
C: 0.13983 -3.63388 -1.92851  -0.41
C: -0.38543 -3.80462 -0.67099  -0.11
C: -0.92953 -5.02809 -0.29581  -0.08
C: -0.93955 -6.06244 -1.17024  -0.09
C: -0.29640 -5.97034 -2.43454  -0.07
C: 0.18728 -4.70913 -2.81507  -0.11
H: 0.40848 -2.80028 -4.85187  0.04
H: 0.56034 -0.95628 -4.67247  0.03
H: -0.96041 -1.78017 -4.21680  0.01
H: 2.73087 -3.20977 -2.80843  0.03
H: 2.95331 -2.06800 -1.52488  0.02
H: 2.94608 -1.41921 -3.16787  0.06
H: -0.44146 -3.01820 0.07848  0.00
H: -1.44568 -5.08768 0.62936  0.09
H: -1.50156 -6.94677 -0.91199  0.10
H: -0.25408 -6.77930 -3.14978  0.09
H: 0.64250 -4.61213 -3.82918  0.10
C: 0.25236 -2.11384 3.29544  -0.27
Si: -1.21956 -1.56125 2.11737  0.48
C: -2.57036 -2.82402 2.66671  -0.28
C: -1.72520 0.01927 3.01688  -0.37
C: -0.74973 0.99389 2.98602  -0.14
C: -0.98746 2.20895 3.67840  -0.10
C: -2.20152 2.48170 4.20055  -0.14
C: -3.19495 1.51866 4.18135  -0.13
C: -2.96229 0.30267 3.63998  -0.11
H: 0.08490 -1.61516 4.29838  0.02
H: 1.31980 -1.85721 2.99190  0.00
H: 0.13087 -3.18831 3.53193  0.00
H: -2.82019 -2.70336 3.75084  0.03
H: -2.20169 -3.86092 2.43943  0.00
H: -3.46902 -2.70978 2.11388  -0.01
H: 0.20196 0.83890 2.46125  0.08
H: -0.19902 2.89956 3.64810  0.08
H: -2.36223 3.41921 4.67628  0.09
H: -4.20409 1.75370 4.63114  0.11
H: -3.77415 -0.42192 3.48844  0.10

# 2
Formula: C2H9N5O
Source: the Open Molecules 2025 dataset
Level of theory: ωB97M-V with the def2-TZVPD basis set

- HOMO level (eV) = -8.50
- LUMO level (hartree) = 0.0219
- SMILES = C/C(O)=N\NN.[H]/N=N/[H]

Each line ends with the Löwdin charge.
Atoms and positions in Å:
C: -1.57017 -0.54097 0.26832  -0.49
C: -2.33091 -0.57108 1.56050  0.00
N: 1.47878 1.30600 0.69267  -0.02
N: 2.07051 -0.31018 -2.65668  -0.01
N: 0.12501 1.01272 0.97466  -0.14
N: 2.87017 0.43247 -2.03840  -0.03
N: -0.49695 0.08078 0.09756  0.05
O: -1.98224 -1.24679 -0.83865  0.02
H: -2.89961 -1.62409 1.41601  0.13
H: -1.55379 -0.76469 2.30756  0.08
H: -3.14890 0.05261 1.69787  0.05
H: 2.10812 0.49770 0.65214  0.06
H: 1.56209 1.94468 -0.08212  0.05
H: 1.13720 -0.32990 -2.21010  0.01
H: -1.19584 -1.09320 -1.42433  0.11
H: -0.01252 0.88545 1.95184  0.09
H: 3.83903 0.26848 -2.36886  0.05

# 3
Formula: C16H25NO2
Source: the Open Molecules 2025 dataset
Level of theory: ωB97M-V with the def2-TZVPD basis set

- HOMO level (eV) = -8.12
- LUMO level (hartree) = 0.0311
- SMILES = CC[C@H](C(=O)OCCN(CC)CC)c1ccccc1

Each line ends with the Löwdin charge.
Atoms and positions in Å:
C: -2.02063 -0.97316 2.18818  -0.08
C: -1.96553 0.54561 2.28649  -0.19
H: -2.08947 0.84108 3.33106  0.12
C: -0.64219 1.14954 1.78131  -0.18
C: 0.53032 0.67228 2.60329  -0.20
C: 1.20935 -0.49894 2.29306  -0.04
C: 2.25386 -0.93733 3.08803  -0.07
C: 2.62940 -0.21592 4.20766  -0.09
C: 1.95711 0.95126 4.52613  -0.08
C: 0.91668 1.39100 3.72772  -0.03
H: 0.39821 2.30556 3.98074  0.11
H: 2.24543 1.52275 5.39641  0.10
H: 3.44422 -0.55975 4.82763  0.10
H: 2.77590 -1.84754 2.83132  0.10
H: 0.93274 -1.06750 1.41848  0.12
C: -0.40680 0.94077 0.29443  -0.46
O: 0.67550 0.97583 -0.23364  0.12
O: -1.55000 0.78280 -0.38032  -0.01
C: -1.44392 0.58745 -1.78779  -0.13
H: -0.65360 1.23505 -2.17954  0.12
C: -1.11228 -0.89180 -2.11552  -0.15
N: -0.36642 -1.13664 -3.31618  -0.20
C: -1.09676 -1.13560 -4.56225  -0.24
H: -1.92604 -1.84278 -4.45861  0.11
C: -1.65073 0.21026 -5.04965  -0.08
H: -2.03809 0.09730 -6.05919  0.07
H: -2.45749 0.55901 -4.41157  0.06
H: -0.87075 0.96738 -5.06700  0.07
H: -0.42064 -1.53068 -5.32452  0.11
C: 0.96997 -0.56550 -3.36287  -0.25
C: 1.98993 -1.61339 -3.80679  -0.08
H: 1.78906 -1.94914 -4.82100  0.06
H: 1.94697 -2.47462 -3.14595  0.07
H: 2.99166 -1.19299 -3.77336  0.07
H: 1.02187 0.29729 -4.04128  0.11
H: 1.23874 -0.21656 -2.36429  0.10
H: -2.03858 -1.47068 -2.15987  0.13
H: -0.51702 -1.27608 -1.27926  0.12
H: -2.41090 0.89214 -2.18838  0.12
H: -0.71628 2.23973 1.89820  0.16
H: -2.78683 0.97546 1.71156  0.11
H: -2.97850 -1.33231 2.55766  0.08
H: -1.23170 -1.42723 2.78325  0.07
H: -1.91226 -1.29573 1.15574  0.07

# 4
Formula: C17H18Cl3N5O7P2PdS
Source: the Open Molecules 2025 dataset
Level of theory: ωB97M-V with the def2-TZVPD basis set

- HOMO level (alpha / beta) (eV) = -14.79 / -15.00
- LUMO level (alpha / beta) (hartree) = -0.2573 / -0.3380
- net charge = +2
- multiplicity = 5

Each line ends with the Löwdin spin population.
Atoms and positions in Å:
Pd: -0.13295 -1.23159 -0.22842  1.59
N: -4.66841 -0.67187 0.54682  0.10
C: -3.34908 -0.71957 0.48791  0.11
S: -2.60548 -2.19157 -0.02332  0.63
N: -2.68761 0.38276 0.85587  0.35
N: -1.40423 0.41592 0.77958  0.26
C: -0.70948 1.44654 1.24147  0.12
C: -1.30780 2.63053 1.82439  0.04
C: -2.45059 3.22702 1.25758  0.04
C: -2.98545 4.36519 1.82170  0.00
C: -2.41821 4.90922 2.97130  0.06
C: -1.29775 4.31934 3.54961  0.00
C: -0.73386 3.19937 2.97883  0.04
C: 0.74762 1.30609 1.16327  0.01
C: 1.59811 2.40526 1.20040  0.04
C: 2.96640 2.19593 1.10772  0.00
C: 3.44699 0.90239 1.01028  0.03
C: 2.53226 -0.14312 0.96116  0.02
N: 1.22462 0.05944 1.01305  0.12
H: -5.22236 -1.47703 0.29800  0.01
H: -5.13024 0.13204 0.94913  0.00
H: -2.86926 2.82495 0.34866  0.00
H: -3.84465 4.83829 1.36653  0.00
H: -2.84678 5.79787 3.41489  0.00
H: -0.87226 4.73341 4.45346  0.00
H: 0.10786 2.71413 3.45541  0.00
H: 1.19428 3.40357 1.27782  0.00
H: 3.64995 3.03409 1.11285  0.00
H: 4.50767 0.70063 0.95959  0.00
H: 2.85490 -1.17506 0.90284  0.00
C: 2.27081 -1.86161 -4.14155  0.00
C: 1.43004 -1.53537 -2.93099  0.00
O: 2.18259 -1.48374 -1.71161  0.01
P: 0.56943 0.09538 -3.02442  0.01
O: 1.67010 1.04413 -3.63747  0.01
O: -0.54174 0.10320 -4.13192  0.00
O: 0.12473 0.55223 -1.66246  0.10
P: 0.02417 -2.77042 -2.68658  0.01
O: 0.49425 -3.57821 -1.35697  0.02
O: -0.20333 -3.61072 -3.85617  0.02
O: -1.10000 -1.86308 -2.16140  0.19
H: 3.02099 -1.08778 -4.31606  0.00
H: 1.63759 -1.93562 -5.02479  0.00
H: 2.76700 -2.82355 -4.00650  0.00
H: 3.11781 -1.38941 -1.92582  0.00
H: 1.34692 1.83644 -4.09715  0.00
H: -1.33282 -0.42753 -3.93970  0.00
H: 0.80828 -4.47193 -1.57018  0.00
Cl: 0.40841 -5.16479 3.99425  0.00
C: 0.85121 -4.88594 2.31057  0.00
Cl: 0.06449 -6.06792 1.24439  0.00
Cl: 2.61539 -4.92985 2.09603  0.00
C: 0.41161 -3.56061 1.90148  0.01
N: 0.06787 -2.51749 1.57665  0.06

# 5
Formula: C4H7NO2
Source: the Open Molecules 2025 dataset
Level of theory: ωB97M-V with the def2-TZVPD basis set

- HOMO level (eV) = -6.34
- LUMO level (hartree) = 0.0115

Each line ends with the Löwdin charge.
Atoms and positions in Å:
C: 0.88223 1.21815 -0.73649  -0.16
C: -0.17734 -0.58388 0.27932  -0.56
N: -0.11149 -0.57499 1.67615  0.09
C: 1.21112 0.07393 -0.26102  0.04
C: -0.75954 -1.67689 -0.33908  -0.04
O: -0.91620 0.84648 -0.40030  -0.09
O: 1.09678 2.35941 -1.32519  0.13
H: 0.41254 2.52106 -1.99722  0.15
H: -1.43946 1.20231 0.33819  0.09
H: 0.37895 0.20030 2.09661  0.09
H: -0.96766 -0.83284 2.14425  0.09
H: 2.13720 -0.47611 -0.24956  0.12
H: -0.96437 -1.64820 -1.39830  0.02
H: -0.78276 -2.62873 0.17264  0.02

E_tot for the records above, in order: -74630.9335 -11713.6595 -22582.9023 -110150.4610 -9840.7307 eV
F_max for the records above, in order: 2.75 5.97 0.60 2.06 1.88 eV/Å
ΔE to the lowest compared entry with this formula, charge and spin for the records above, in order: 30.4 134.9 13.7 7.7 151.0 kcal per mole